[1]
A cluster of 2 separate species, C10H17N3O4 in total in a non-equilibrium geometry. Source: the OMol25 dataset; level of theory: ωB97M-V/def2-TZVPD.

```
34
Properties=species:S:1:pos:R:3:forces:R:3:lowdin_charge:R:1
O 2.233 -0.141 1.430 -0.75 -1.24 -0.17 -0.023
O -0.083 3.664 -2.753 -0.02 -0.37 0.23 0.037
O -0.608 -0.629 -0.419 0.38 -0.28 0.13 0.004
O 3.820 -1.259 2.526 -1.15 -1.37 -0.39 -0.002
C 2.728 -1.197 1.906 2.01 3.53 0.43 -0.654
C -0.502 3.901 -1.628 0.19 0.93 -1.53 -0.586
C -0.923 0.460 -0.894 0.14 -0.01 0.66 -0.432
C 1.959 -2.449 1.729 -1.39 -1.62 -0.51 -0.069
N -2.126 0.546 -1.477 -0.61 0.59 -0.54 0.038
N -0.521 3.002 -0.642 -0.03 -1.44 0.77 0.063
N 0.841 -2.537 1.062 1.01 0.22 0.67 0.161
C -1.061 5.267 -1.306 0.19 -0.08 0.08 0.002
C -2.718 1.640 -2.243 0.34 0.09 0.06 -0.058
C 0.050 1.649 -0.742 -0.39 0.35 -0.16 -0.030
C 2.337 -3.797 2.279 -0.20 0.09 0.19 -0.082
C 0.257 -3.880 1.027 -0.07 -0.40 0.03 -0.125
C 1.065 -4.633 2.087 -0.03 -0.29 0.16 -0.152
H -2.652 -0.313 -1.444 0.19 -0.06 0.06 0.139
H -0.870 3.294 0.256 0.09 -0.05 0.00 0.147
H 0.412 -1.732 0.582 0.14 0.30 -0.03 0.114
H -0.562 5.668 -0.426 -0.14 0.12 0.12 0.082
H -0.882 5.928 -2.154 -0.04 -0.15 0.11 0.087
H -2.130 5.184 -1.126 -0.11 0.12 0.12 0.079
H -3.001 2.458 -1.579 -0.05 0.05 -0.14 0.077
H -3.611 1.285 -2.758 0.14 -0.09 0.13 0.087
H -2.012 2.001 -2.994 -0.10 0.10 0.09 0.083
H 0.729 1.613 -1.594 -0.05 0.16 -0.05 0.139
H 0.652 1.470 0.149 -0.07 -0.34 -0.03 0.118
H 2.637 -3.731 3.331 0.16 0.15 -0.35 0.134
H 3.177 -4.205 1.707 0.06 0.27 0.10 0.139
H -0.811 -3.869 1.269 0.22 0.25 -0.21 0.127
H 0.390 -4.329 0.037 -0.07 0.28 0.02 0.128
H 0.497 -4.671 3.024 0.13 -0.05 -0.17 0.115
H 1.288 -5.660 1.777 -0.12 0.23 0.12 0.114
```
Forces are in eV/Å.

Values from the calculation:
ΔE to the lowest compared entry with this formula, charge and spin	33.2	kcal/mol



[2]
A structure of composition C25H25F3N2O4S3 in a non-equilibrium geometry. Source: the OMol25 dataset; level of theory: ωB97M-V/def2-TZVPD.

```
62
Properties=species:S:1:pos:R:3:forces:R:3:lowdin_charge:R:1
C -3.398 -2.005 -0.849 -0.14 -0.45 0.71 -0.028
N -3.643 -0.798 -1.642 1.17 1.41 -0.25 -0.013
C -2.657 0.069 -1.906 -1.40 -2.56 -0.16 -0.140
C -1.309 -0.056 -1.229 -0.49 -0.87 -2.63 -0.609
C -0.369 0.696 -2.140 0.97 0.77 -1.33 -0.156
C -1.165 1.411 -3.237 -0.98 1.02 -0.65 -0.142
C -2.621 0.912 -3.127 -0.31 1.09 -0.95 -0.096
C -4.914 -0.700 -2.303 -0.90 -0.28 -0.63 -0.181
C -5.461 0.558 -2.617 0.39 -0.73 0.19 -0.027
C -6.574 0.630 -3.442 0.00 -0.10 0.18 -0.053
C -7.208 -0.535 -3.875 0.17 0.07 0.14 -0.060
C -6.733 -1.782 -3.473 0.19 0.25 0.28 -0.061
C -5.592 -1.886 -2.685 0.86 0.57 0.24 -0.005
H -4.352 -2.350 -0.448 0.14 0.04 -0.09 0.108
H -2.970 -2.785 -1.492 -0.03 0.22 0.09 0.124
H -2.738 -1.807 0.014 -0.38 -0.04 -0.67 0.033
H -1.079 -1.102 -1.280 0.27 -0.95 -0.56 0.114
H 0.253 1.433 -1.681 0.55 0.23 0.90 0.093
H 0.302 0.029 -2.686 -0.04 -0.29 0.53 0.119
H -1.181 2.513 -3.146 0.19 -0.52 0.42 0.125
H -0.810 1.276 -4.276 0.10 -0.36 0.69 0.125
H -2.884 0.279 -4.010 -0.07 0.12 0.77 0.160
H -3.345 1.762 -3.177 0.74 -0.79 0.23 0.127
H -4.992 1.454 -2.220 -0.29 -0.18 -0.10 0.117
H -6.927 1.615 -3.730 -0.15 -0.21 0.04 0.116
H -8.086 -0.463 -4.503 0.05 -0.04 0.01 0.111
H -7.238 -2.689 -3.763 -0.12 -0.06 -0.12 0.109
H -5.180 -2.863 -2.381 -0.43 0.63 -0.38 0.117
F -0.610 -2.442 1.585 -0.61 0.66 -0.15 0.114
C -0.250 -1.159 1.645 0.70 1.48 0.85 -0.568
F -0.501 -0.629 2.874 -0.13 -1.03 -2.02 0.087
F 1.081 -1.146 1.457 -2.05 0.62 -0.42 0.143
S -1.603 0.112 0.434 2.06 0.43 5.13 1.037
N 3.001 1.358 1.958 -2.18 0.16 -1.96 -0.360
S 2.038 2.440 2.745 3.04 -2.78 -0.13 0.572
C 3.039 2.093 4.169 -0.16 -0.24 0.46 -0.277
C 2.501 1.728 5.394 0.77 0.31 -0.33 -0.058
C 3.392 1.253 6.365 -0.10 0.05 0.03 -0.097
C 4.745 1.080 6.086 -0.16 0.07 0.01 -0.100
C 5.240 1.369 4.815 -0.36 0.26 -0.17 -0.081
C 4.380 1.868 3.851 1.06 0.46 0.61 -0.087
O 2.273 3.766 2.278 -0.74 1.15 -0.17 -0.302
O 0.727 1.926 3.023 -0.89 0.47 -0.19 -0.336
S 3.270 1.528 0.391 -1.92 -2.28 3.29 0.495
C 3.497 -0.200 -0.034 0.53 0.32 -0.44 -0.268
C 4.620 -0.796 0.524 -0.11 -0.60 -0.29 -0.063
C 4.944 -2.105 0.190 -0.23 -0.27 -0.17 -0.074
C 4.141 -2.829 -0.707 0.20 0.16 0.00 -0.092
C 3.024 -2.208 -1.277 0.34 -0.19 0.06 -0.098
C 2.707 -0.887 -0.953 0.12 -0.25 0.36 -0.078
O 2.091 1.947 -0.286 -1.38 0.88 -1.92 -0.332
O 4.503 2.178 0.220 2.27 1.22 -1.27 -0.281
H 1.426 1.795 5.539 0.22 0.01 0.15 0.108
H 2.999 1.017 7.343 0.08 -0.13 0.14 0.091
H 5.430 0.724 6.845 -0.14 -0.09 0.10 0.093
H 6.273 1.208 4.523 -0.04 -0.06 0.33 0.100
H 4.765 2.035 2.837 -0.26 0.22 0.85 0.106
H 5.236 -0.235 1.210 0.05 0.08 0.05 0.112
H 5.834 -2.554 0.624 -0.18 -0.03 -0.09 0.102
H 4.415 -3.861 -0.987 -0.22 0.64 0.19 0.103
H 2.429 -2.759 -2.009 0.06 0.17 0.22 0.094
H 1.817 -0.429 -1.369 0.29 0.16 0.05 0.069
```
Forces are in eV/Å.

Values from the calculation:
ΔE to the lowest compared entry with this formula, charge and spin	60.9	kcal/mol



[3]
A structure of composition C21H25CoF3N5O2 in a non-equilibrium geometry. Source: the OMol25 dataset; level of theory: ωB97M-V/def2-TZVPD.

```
57
Properties=species:S:1:pos:R:3:forces:R:3:mulliken_spin:R:1
Co -0.356 1.116 0.414 -0.93 0.92 -0.13 0.999
O 1.163 2.428 0.834 -1.06 -1.35 -0.20 -0.009
N 1.427 3.209 -0.136 0.45 0.58 -0.60 0.012
N 0.599 3.202 -1.098 -0.09 -0.56 1.27 -0.016
O -0.475 2.447 -1.073 -0.34 -0.36 0.20 0.010
C 0.829 3.999 -2.237 0.25 0.77 -1.08 0.002
C -0.128 4.017 -3.246 -0.03 -0.21 0.33 -0.002
C 0.111 4.740 -4.400 0.13 0.06 0.06 0.002
C 1.298 5.441 -4.548 -0.08 -0.03 -0.02 -0.003
C 2.236 5.442 -3.524 -0.13 -0.02 -0.06 0.002
C 2.010 4.725 -2.363 -0.05 -0.07 0.06 -0.004
H -1.040 3.454 -3.116 0.03 0.00 -0.04 0.001
H -0.635 4.749 -5.182 0.00 0.00 -0.06 0.000
H 1.491 5.978 -5.464 0.03 0.09 -0.02 0.000
H 3.151 6.003 -3.636 0.09 0.02 0.02 0.000
H 2.739 4.713 -1.568 0.05 -0.01 0.02 0.000
N -0.637 -1.218 2.474 0.21 0.49 -0.69 -0.001
C -1.982 -1.179 3.104 -0.46 -0.02 0.29 0.000
C -3.081 -1.335 2.051 0.10 0.23 -0.15 0.001
C -3.482 -0.059 1.294 -0.33 -0.06 0.50 0.004
N -2.526 0.262 0.229 0.97 0.32 -0.56 -0.024
C -3.645 1.124 2.249 0.32 -0.12 -0.13 0.004
C -2.429 1.352 3.147 -0.50 -0.11 0.36 -0.013
N -1.258 1.791 2.372 0.33 0.07 0.02 0.048
C -2.146 0.080 3.951 0.10 0.15 -0.29 0.000
H -0.457 -2.119 2.019 0.07 0.21 0.07 0.001
H 0.106 -1.049 3.156 -0.04 -0.07 -0.13 0.001
H -0.485 -0.495 1.633 0.01 -1.19 1.06 0.005
H -2.042 -2.044 3.773 0.15 0.07 -0.11 0.000
H -3.970 -1.706 2.565 0.04 -0.02 -0.02 0.000
H -2.786 -2.096 1.327 -0.08 -0.18 -0.01 0.000
H -4.472 -0.264 0.858 0.24 0.05 -0.03 0.000
H -2.876 1.052 -0.307 -0.08 0.00 -0.08 0.001
H -2.475 -0.514 -0.425 0.13 0.01 -0.07 0.000
H -4.503 0.929 2.893 -0.08 0.06 0.00 0.000
H -3.868 2.025 1.676 -0.06 0.09 -0.01 0.000
H -2.703 2.130 3.875 0.10 -0.12 -0.14 0.002
H -0.481 1.959 3.009 0.00 0.13 -0.11 -0.006
H -1.480 2.704 1.977 0.15 0.04 0.05 0.001
H -2.992 -0.073 4.624 0.06 -0.04 0.01 0.000
H -1.265 0.219 4.578 0.06 0.01 0.15 0.000
F 5.365 -6.033 -1.509 0.05 0.22 0.06 0.000
C 4.047 -6.224 -1.690 0.25 -0.32 -0.14 0.000
F 3.891 -6.565 -2.981 -0.11 0.14 -0.11 0.000
F 3.715 -7.303 -0.967 -0.18 0.03 0.18 0.000
C 3.242 -5.006 -1.332 -0.06 -0.02 0.05 -0.001
C 2.250 -5.078 -0.361 0.23 -0.12 -0.17 0.000
C 1.513 -3.952 -0.061 0.01 0.14 -0.06 -0.001
C 1.761 -2.745 -0.720 0.35 -0.51 -0.17 -0.003
C 2.762 -2.685 -1.694 -0.08 -0.11 0.07 -0.001
C 3.499 -3.812 -1.999 -0.07 -0.20 0.15 0.001
C 1.031 -1.584 -0.367 -0.83 0.88 0.56 -0.017
C 0.404 -0.611 0.018 0.67 -0.07 0.00 0.008
H 2.066 -6.008 0.155 -0.01 -0.04 -0.02 0.000
H 0.738 -4.010 0.692 -0.01 0.03 -0.01 0.000
H 2.951 -1.754 -2.203 0.02 0.10 -0.03 0.000
H 4.279 -3.770 -2.744 0.06 0.00 -0.09 0.000
```
Forces are in eV/Å.

Values from the calculation:
charge	+1
2S+1	2



Number 1: electronic energy -856.49870 a.u.. Number 2: electronic energy -2872.06729 a.u.. Number 3: electronic energy -2921.49816 a.u..